Entry 1:
Computed, not measured: 6 unconnected molecules or ions with the total composition C30H48FNO12, with the ωB97M-V functional and the def2-TZVPD basis.

The geometry in XYZ format:
```
92
Properties=species:S:1:pos:R:3:forces:R:3
C -0.13512 1.30154 -0.04029 -0.016 0.627 -1.057
C 1.14183 0.27786 0.05609 0.013 -0.054 0.589
F 2.40299 0.97672 -0.33754 -2.592 -1.346 0.872
C 1.40697 -0.36645 1.54078 0.558 -1.449 3.490
C 2.76470 -0.02632 2.44249 -2.174 -2.447 1.824
C 3.04575 -0.72722 3.93136 -3.738 -1.223 -1.862
C 1.96456 -1.81317 4.57703 -1.163 1.854 -3.955
C 0.61783 -2.11637 3.69068 1.458 1.847 -1.447
C 0.33876 -1.41686 2.20667 2.150 0.142 2.002
C -1.08808 -2.02840 1.67937 -1.759 0.861 -2.358
O -1.85621 -1.75652 0.62144 4.961 -1.647 6.286
N -1.53972 -3.07762 2.71269 2.281 0.844 -0.041
C -0.68725 -3.09153 3.98415 -0.372 -1.676 3.521
O -1.02786 -3.76817 5.10768 2.328 4.357 -7.608
H -1.18600 0.74139 -0.04469 2.532 0.931 0.252
H -0.06427 1.83000 -1.10830 -0.005 -1.268 2.250
H -0.13329 2.16885 0.75427 0.189 -2.002 -1.319
H 0.98802 -0.60625 -0.69578 0.422 1.763 1.369
H 3.60520 0.72576 2.08194 -2.216 -1.850 0.615
H 4.03007 -0.46586 4.52762 -2.514 -0.633 -1.557
H 2.13053 -2.36430 5.61016 -0.387 1.386 -2.476
H -1.48900 -4.01079 2.24498 -0.536 0.939 0.729
O 0.14404 4.18877 2.88311 -1.344 1.781 -0.890
C -0.35851 5.18132 2.35713 0.729 -1.599 0.595
O -1.69690 5.37214 2.39994 0.108 -0.238 0.510
C -2.35901 6.58879 2.00537 -0.022 0.025 -0.287
C -2.64002 6.59174 0.51597 0.087 -0.124 -0.186
C 0.48572 6.14591 1.57981 0.432 0.543 0.286
H -1.79685 7.46872 2.33034 0.077 -0.136 -0.057
H -3.30901 6.61205 2.54894 0.261 -0.236 0.068
H -1.71583 6.55851 -0.06739 -0.086 0.095 0.069
H -3.19744 7.48848 0.23063 0.046 -0.090 0.047
H -3.22390 5.70890 0.23460 0.027 0.156 0.081
H 0.59035 5.78702 0.55302 -0.039 0.049 0.099
H 1.47501 6.19454 2.04618 -0.181 -0.257 -0.189
H 0.10070 7.16386 1.58039 -0.129 -0.060 -0.211
O 5.71882 -0.07296 3.51939 1.820 -0.153 -1.862
C 6.61884 -0.09712 2.68048 -0.953 -0.235 0.993
O 6.48823 -0.84526 1.56122 -0.571 0.317 0.365
C 7.37814 -0.78137 0.43060 0.243 -0.126 -0.052
C 8.56701 -1.70079 0.62688 0.124 -0.097 0.212
C 7.91151 0.62204 2.92372 0.090 0.750 -0.091
H 7.67305 0.24975 0.21674 -0.019 -0.076 0.160
H 6.80082 -1.12250 -0.43476 -0.148 0.083 0.346
H 9.16789 -1.40196 1.49012 -0.005 0.044 -0.142
H 9.20807 -1.69653 -0.25929 -0.092 0.007 0.086
H 8.23129 -2.72625 0.81459 -0.009 0.172 -0.127
H 8.57889 -0.02178 3.50177 -0.067 0.056 -0.089
H 7.70041 1.52951 3.49862 -0.003 -0.353 0.074
H 8.40832 0.94995 2.01261 0.107 -0.229 0.008
O 0.54218 2.16463 -3.73317 -1.330 -1.850 -0.776
C -0.09091 1.29528 -4.33134 1.098 1.187 0.900
O -0.66935 0.28105 -3.64851 0.000 0.444 0.349
C -1.59747 -0.66037 -4.22005 0.083 -0.198 -0.104
C -0.86299 -1.82022 -4.86236 0.182 -0.041 -0.134
C -0.15433 1.28847 -5.82910 -0.448 0.426 -0.432
H -2.28933 -0.16630 -4.90789 0.172 0.023 0.014
H -2.20423 -1.03647 -3.39004 0.228 0.283 0.030
H -0.23436 -1.48737 -5.69278 -0.136 -0.031 0.016
H -1.57117 -2.56308 -5.24041 0.064 0.065 0.058
H -0.19953 -2.30253 -4.13663 -0.180 0.065 -0.024
H 0.72294 0.77078 -6.22464 -0.115 0.028 0.041
H -0.14896 2.32517 -6.18095 0.241 -0.220 0.160
H -1.06209 0.83878 -6.22688 0.127 -0.216 0.001
O -4.93951 3.46071 -1.38640 -0.071 -1.318 1.900
C -5.17723 2.77865 -0.39007 0.456 0.716 -1.507
O -4.19037 2.06689 0.20071 0.159 0.569 -0.279
C -4.31135 1.41139 1.47743 -0.088 -0.298 0.063
C -4.89972 0.02369 1.31803 -0.156 -0.117 -0.214
C -6.57660 2.64671 0.13119 -0.382 0.508 0.433
H -4.87015 2.02752 2.18737 -0.034 -0.004 -0.161
H -3.29556 1.32583 1.87661 -0.079 0.195 -0.292
H -5.91371 0.06151 0.91068 0.024 0.039 0.142
H -4.93257 -0.49402 2.28092 0.044 0.054 -0.102
H -4.29970 -0.56879 0.61914 0.037 0.107 0.221
H -7.08787 1.84529 -0.40767 0.067 0.069 0.090
H -7.10246 3.59067 -0.04482 0.118 -0.265 -0.218
H -6.62936 2.46644 1.20320 0.012 -0.255 -0.060
O -2.16233 -6.32737 -4.90564 0.261 0.235 2.419
C -1.84433 -6.27249 -3.71810 -0.453 0.117 -1.850
O -2.73851 -5.86008 -2.79081 -0.291 -0.258 -0.347
C -2.53957 -5.95781 -1.36771 0.150 0.136 0.119
C -1.78881 -4.74999 -0.84350 0.118 0.185 -0.230
C -0.43920 -6.56834 -3.28746 0.307 -0.689 0.098
H -2.05876 -6.90260 -1.09919 0.041 0.082 -0.138
H -3.53771 -5.98150 -0.91863 0.072 -0.016 -0.352
H -0.78673 -4.68111 -1.27552 -0.035 -0.083 0.120
H -1.69394 -4.79767 0.24508 -0.062 -0.013 -0.155
H -2.31337 -3.82679 -1.11187 0.024 -0.189 0.183
H 0.16458 -5.66233 -3.38046 -0.067 -0.092 0.046
H -0.03054 -7.34181 -3.94571 -0.091 0.352 -0.041
H -0.36508 -6.96222 -2.27561 0.028 0.242 0.078
```
Positions in Å, forces in eV/Å.

Properties
Gap between HOMO and LUMO in eV: 7.55
E_HOMO in eV: -8.7855
Multiplicity: 1
SMILES string: C[C@@H](F)c1cccc2c1C(=O)NC2=O.CCOC(C)=O.CCOC(C)=O.CCOC(C)=O.CCOC(C)=O.CCOC(C)=O
Charge: 0
E in eV: -60655.0637

---

Entry 2:
Computed, not measured: a molecular structure, C30H48N3O5SSiSm, with the ωB97M-V functional and the def2-TZVPD basis.

The geometry in XYZ format:
```
89
Properties=species:S:1:pos:R:3:forces:R:3
Sm -0.26681 0.15208 0.03157 0.147 0.724 0.162
C -2.68250 -0.68580 -2.27702 0.109 -0.159 -0.147
C -3.28074 0.57505 -1.73494 -0.086 0.091 0.170
O -2.75726 0.75546 -0.40392 0.164 0.103 -0.180
C -3.27145 1.93658 0.22799 -0.100 -0.116 -0.114
C -2.79886 1.90007 1.65063 0.063 0.076 0.207
O -1.36658 1.82832 1.73458 -0.014 -0.374 -0.243
C -0.69161 3.08658 1.88180 -0.017 -0.066 0.221
C -0.48389 3.76654 0.55372 0.039 0.145 -0.110
O -0.08437 2.78664 -0.40807 0.032 -0.339 -0.024
C 1.08577 3.13989 -1.16191 0.005 0.185 0.198
C 1.04742 2.36876 -2.43438 -0.030 -0.156 -0.130
O 0.99002 0.96994 -2.09610 -0.117 -0.203 0.080
C 0.75762 0.13627 -3.24255 0.221 0.073 0.012
C -0.71300 -0.00035 -3.47807 -0.141 -0.111 -0.041
O -1.24638 -0.59763 -2.28211 -0.065 0.080 0.206
H -3.05240 -0.88157 -3.28492 0.030 -0.004 -0.012
H -2.93395 -1.53961 -1.64999 -0.032 -0.013 0.001
H -4.36854 0.48087 -1.69021 -0.019 0.000 0.029
H -3.03318 1.44805 -2.34191 -0.011 0.039 -0.034
H -4.36421 1.91416 0.21502 -0.020 -0.010 -0.032
H -2.93220 2.81419 -0.32603 0.001 0.027 -0.004
H -3.17722 1.00287 2.14058 -0.022 -0.014 0.012
H -3.16798 2.76907 2.19752 0.035 0.008 0.023
H 0.26432 2.85291 2.34047 0.014 -0.018 0.001
H -1.25559 3.72832 2.56127 0.007 -0.007 0.017
H 0.29606 4.52039 0.67731 -0.019 0.017 -0.031
H -1.37890 4.26798 0.18125 -0.019 -0.015 -0.005
H 1.97031 2.90215 -0.56664 0.039 0.026 -0.014
H 1.07943 4.20515 -1.39826 -0.043 0.011 0.015
H 1.94526 2.56337 -3.02493 0.030 -0.039 0.008
H 0.16118 2.64421 -3.00916 0.006 0.039 -0.041
H 1.19592 -0.83428 -3.01369 0.005 -0.032 -0.005
H 1.25756 0.54845 -4.12058 0.030 0.015 0.020
H -0.90314 -0.65945 -4.32792 -0.022 -0.020 -0.003
H -1.19004 0.96687 -3.65997 -0.010 0.016 -0.013
C 1.74948 0.60104 1.30908 -0.119 0.085 -0.286
Si 2.17198 -1.07122 1.96494 -0.342 0.016 0.018
C 0.45283 -1.66388 2.59321 -0.048 -0.214 -0.152
N -0.58786 -1.94565 1.55170 0.075 0.265 -0.040
C -0.33825 -3.26529 0.91940 -0.111 0.039 0.020
C -1.35986 -3.54429 -0.16853 -0.037 -0.014 0.039
C -2.76799 -3.56851 0.41531 0.002 -0.019 0.061
C -3.03333 -2.29158 1.20856 -0.005 -0.068 0.007
C -1.92002 -2.01171 2.20493 0.045 0.083 -0.051
C 3.28070 -1.29737 3.42314 0.161 0.098 0.201
C 4.54072 -1.89266 3.32593 0.027 0.065 0.085
C 5.32316 -2.08737 4.45707 -0.019 0.018 -0.034
C 4.86002 -1.68327 5.70025 0.001 -0.008 0.004
C 3.61947 -1.06938 5.81482 -0.021 0.016 -0.051
C 2.83860 -0.87822 4.68470 0.095 -0.057 0.028
C 2.73017 -2.10289 0.51278 0.233 -0.195 -0.135
C 2.75624 -1.56990 -0.77899 0.057 -0.095 -0.033
C 3.17534 -2.33358 -1.87004 -0.041 0.027 0.075
C 3.58099 -3.64299 -1.68177 0.007 -0.038 0.031
C 3.57250 -4.19243 -0.40172 -0.019 0.028 -0.029
C 3.15438 -3.43181 0.67699 -0.083 0.047 -0.049
H 2.58688 1.04444 0.75995 -0.022 0.026 -0.010
H 1.52842 1.26053 2.15755 -0.028 -0.046 -0.006
H 0.06495 -0.84087 3.20557 0.040 -0.029 0.076
H 0.55221 -2.52618 3.26450 -0.084 -0.028 -0.017
H -0.41175 -4.03172 1.70310 0.053 -0.025 -0.015
H 0.67137 -3.29341 0.52538 -0.001 0.034 -0.016
H -1.11727 -4.49142 -0.65115 -0.015 -0.006 -0.011
H -1.27876 -2.77271 -0.94572 0.043 -0.033 -0.034
H -2.85312 -4.42928 1.08491 -0.020 0.003 -0.024
H -3.52127 -3.70506 -0.36280 0.007 0.003 -0.001
H -3.97896 -2.35970 1.74906 -0.004 -0.001 -0.009
H -3.12548 -1.43963 0.52849 -0.027 0.014 0.006
H -2.09083 -1.06549 2.72563 0.004 0.007 0.020
H -1.88556 -2.79664 2.97022 -0.016 0.006 0.035
H 4.92601 -2.20305 2.36187 -0.016 -0.013 0.003
H 6.29601 -2.55242 4.36643 -0.005 -0.003 0.003
H 5.46648 -1.84497 6.58179 0.002 0.019 -0.008
H 3.26498 -0.73975 6.78256 -0.006 -0.013 0.001
H 1.87272 -0.39374 4.79669 0.011 -0.018 -0.005
H 2.52335 -0.52060 -0.93635 -0.001 0.015 0.002
H 3.22160 -1.89828 -2.86112 0.014 0.012 0.006
H 3.92455 -4.23160 -2.52250 -0.014 -0.002 0.013
H 3.90236 -5.21211 -0.24961 -0.002 0.012 -0.004
H 3.15140 -3.87976 1.66529 0.020 0.024 -0.003
N -3.51251 5.91465 -4.26992 -0.021 -0.121 0.165
C -2.65554 4.94185 -4.59040 0.011 -0.101 0.074
N -2.11796 4.99336 -5.81230 0.075 -0.171 0.056
S -2.26077 3.70071 -3.48558 -0.041 0.303 -0.159
H -3.78754 6.63287 -4.91866 0.010 0.018 -0.013
H -3.95434 5.88668 -3.36847 0.005 0.015 -0.022
H -2.36504 5.69893 -6.48575 -0.002 0.022 -0.002
H -1.48590 4.26483 -6.09083 -0.015 0.020 -0.006
```
Positions in Å, forces in eV/Å.

Properties
Gap between HOMO and LUMO (alpha / beta) in eV: 6.87 / 8.95
E_HOMO (alpha / beta) in eV: -12.9393 / -12.9246
Multiplicity: 6
Expectation value of S²: 8.82
Charge: +2
E in eV: -83202.7240